Below is the molecule C18H26N4O5S, with properties calculated with ωB97M-V with the def2-TZVPD basis set.

total charge	0
E_HOMO	-0.3418	Eh
energy	-46121.83945	eV
relative energy (zero: lowest compared OMol25 entry of this formula, charge and spin)	91.0	kJ/mol

Cartesian coordinates (Å):
C  -1.4672  -1.1351  7.4065
C  -1.4505  -2.2388  6.3587
O  -0.6318  -1.8944  5.2421
C  -1.2071  -1.0925  4.3176
O  -2.3549  -0.7159  4.3537
N  -0.3294  -0.7577  3.3443
C  -0.7860  -0.0228  2.1840
C  -0.2289  -0.6533  0.9125
N  1.2246  -0.6079  0.9429
C  2.0469  -0.7666  -0.1198
O  3.2587  -0.7716  0.0076
C  1.3915  -0.8705  -1.4877
C  2.2124  -1.7449  -2.4380
C  1.5586  -1.7463  -3.8176
C  1.4088  -0.3182  -4.3405
N  0.7160  0.5347  -3.3946
S  -0.9566  0.4742  -3.3916
O  -1.4144  -0.3129  -4.4958
O  -1.4486  0.1728  -2.0717
C  -1.3176  2.1956  -3.7235
C  -1.7794  3.0249  -2.7181
C  -2.0077  4.3589  -3.0208
C  -1.7558  4.7857  -4.3174
N  -1.3177  3.9881  -5.2782
C  -1.1045  2.7183  -4.9886
C  1.3131  0.5464  -2.0802
C  1.8239  -0.5105  2.2634
C  1.0149  -1.2970  3.2835
H  -0.4542  -0.9030  7.7270
H  -1.9220  -0.2402  6.9892
H  -2.0475  -1.4576  8.2661
H  -2.4678  -2.4372  6.0061
H  -1.0083  -3.1546  6.7566
H  -0.4712  1.0253  2.2522
H  -1.8775  -0.0532  2.1796
H  -0.5715  -1.6951  0.8540
H  -0.6246  -0.1172  0.0480
H  0.3814  -1.2751  -1.4192
H  2.2699  -2.7621  -2.0464
H  3.2291  -1.3515  -2.4947
H  2.1548  -2.3290  -4.5208
H  0.5642  -2.1942  -3.7542
H  0.8273  -0.3094  -5.2619
H  2.3905  0.1287  -4.5268
H  -1.9617  2.6153  -1.7362
H  -2.3721  5.0457  -2.2733
H  -1.9142  5.8156  -4.6080
H  -0.7589  2.0835  -5.7915
H  0.7075  1.2016  -1.4524
H  2.3208  0.9654  -2.1601
H  2.8397  -0.9058  2.1890
H  1.8887  0.5399  2.5696
H  1.4773  -1.2197  4.2704
H  0.9888  -2.3583  3.0047

Cartesian forces (eV/Å) of the 2 atoms listed first:
C 0.0964 -0.1723 -0.3819
C -0.4018 -0.0013 0.3646

Below is the molecule C18H26N6O4, with properties calculated with ωB97M-V with the def2-TZVPD basis set.

total charge	0
E_HOMO	-0.3297	Eh
energy	-36220.71358	eV
relative energy (zero: lowest compared OMol25 entry of this formula, charge and spin)	46.2	kJ/mol

Cartesian coordinates (Å):
C  0.4158  -2.9482  1.6239
C  -0.8420  -2.3202  2.1270
N  -2.0185  -2.8884  1.9151
N  -2.9003  -2.0721  2.5219
C  -2.3281  -1.0012  3.1111
C  -3.1222  0.0318  3.8208
C  -0.9809  -1.1260  2.8724
C  0.1222  -0.2135  3.2847
C  0.4538  0.7190  2.1310
O  -0.4627  1.3198  1.5820
N  1.7185  0.7649  1.6366
C  2.8811  0.2112  2.2958
C  3.8518  1.3151  2.6570
O  4.3938  1.3833  3.7425
N  4.0444  2.1904  1.6492
C  3.4055  2.0797  0.3507
C  1.9796  1.5392  0.4213
C  1.6890  0.7305  -0.8643
O  2.5657  0.4735  -1.6654
N  0.3928  0.3792  -1.0177
C  -0.1074  -0.1290  -2.2552
C  -1.3504  -0.9764  -2.0763
C  -1.7229  -1.5261  -3.4397
C  -2.0699  -0.3939  -4.3838
N  -1.1906  0.7570  -4.2697
C  -1.3799  1.7560  -5.2918
C  -0.3289  1.0106  -3.2471
O  0.2541  2.0660  -3.1215
H  1.2664  -2.2726  1.7261
H  0.6448  -3.8620  2.1747
H  0.3327  -3.2124  0.5708
H  -3.8810  -2.2831  2.5052
H  -2.4904  0.8727  4.0974
H  -3.9187  0.4229  3.1858
H  -3.5760  -0.3643  4.7318
H  -0.2075  0.4279  4.1058
H  0.9647  -0.7903  3.6578
H  2.6339  -0.2882  3.2220
H  3.3867  -0.5084  1.6390
H  4.6692  2.9559  1.8445
H  3.3592  3.0770  -0.0803
H  4.0036  1.4749  -0.3298
H  1.2909  2.3852  0.4059
H  -0.2698  0.7776  -0.3617
H  0.6826  -0.7451  -2.6991
H  -1.1568  -1.7769  -1.3654
H  -2.1715  -0.3786  -1.6638
H  -0.8853  -2.1091  -3.8344
H  -2.5742  -2.2047  -3.3781
H  -2.0809  -0.7251  -5.4242
H  -3.0924  -0.0501  -4.1606
H  -0.6895  2.5752  -5.1359
H  -1.2014  1.3220  -6.2793
H  -2.4026  2.1471  -5.2646

Cartesian forces (eV/Å) of the 2 atoms listed first:
C 0.1120 -0.0215 -0.0152
C -0.1813 -0.0735 -0.0627

> Which formula does entry 2 have?

C18H26N6O4

> Which value of E_HOMO does entry 2 give?

-0.3297 Eh

> Look up the E_HOMO of the second one.

-0.3297 Eh

Repeat the second record exactly.
Below is the molecule C18H26N6O4, with properties calculated with ωB97M-V with the def2-TZVPD basis set.

total charge	0
E_HOMO	-0.3297	Eh
energy	-36220.71358	eV
relative energy (zero: lowest compared OMol25 entry of this formula, charge and spin)	46.2	kJ/mol

Cartesian coordinates (Å):
C  0.4158  -2.9482  1.6239
C  -0.8420  -2.3202  2.1270
N  -2.0185  -2.8884  1.9151
N  -2.9003  -2.0721  2.5219
C  -2.3281  -1.0012  3.1111
C  -3.1222  0.0318  3.8208
C  -0.9809  -1.1260  2.8724
C  0.1222  -0.2135  3.2847
C  0.4538  0.7190  2.1310
O  -0.4627  1.3198  1.5820
N  1.7185  0.7649  1.6366
C  2.8811  0.2112  2.2958
C  3.8518  1.3151  2.6570
O  4.3938  1.3833  3.7425
N  4.0444  2.1904  1.6492
C  3.4055  2.0797  0.3507
C  1.9796  1.5392  0.4213
C  1.6890  0.7305  -0.8643
O  2.5657  0.4735  -1.6654
N  0.3928  0.3792  -1.0177
C  -0.1074  -0.1290  -2.2552
C  -1.3504  -0.9764  -2.0763
C  -1.7229  -1.5261  -3.4397
C  -2.0699  -0.3939  -4.3838
N  -1.1906  0.7570  -4.2697
C  -1.3799  1.7560  -5.2918
C  -0.3289  1.0106  -3.2471
O  0.2541  2.0660  -3.1215
H  1.2664  -2.2726  1.7261
H  0.6448  -3.8620  2.1747
H  0.3327  -3.2124  0.5708
H  -3.8810  -2.2831  2.5052
H  -2.4904  0.8727  4.0974
H  -3.9187  0.4229  3.1858
H  -3.5760  -0.3643  4.7318
H  -0.2075  0.4279  4.1058
H  0.9647  -0.7903  3.6578
H  2.6339  -0.2882  3.2220
H  3.3867  -0.5084  1.6390
H  4.6692  2.9559  1.8445
H  3.3592  3.0770  -0.0803
H  4.0036  1.4749  -0.3298
H  1.2909  2.3852  0.4059
H  -0.2698  0.7776  -0.3617
H  0.6826  -0.7451  -2.6991
H  -1.1568  -1.7769  -1.3654
H  -2.1715  -0.3786  -1.6638
H  -0.8853  -2.1091  -3.8344
H  -2.5742  -2.2047  -3.3781
H  -2.0809  -0.7251  -5.4242
H  -3.0924  -0.0501  -4.1606
H  -0.6895  2.5752  -5.1359
H  -1.2014  1.3220  -6.2793
H  -2.4026  2.1471  -5.2646

Cartesian forces (eV/Å) of the 2 atoms listed first:
C 0.1120 -0.0215 -0.0152
C -0.1813 -0.0735 -0.0627